(1)
{
  "formula": "C3H5BCl2O2",
  "method": "ωB97M-V/def2-TZVPD",
  "de_lowest_kcal_mol": 104.9,
  "energy_ha": -1212.924044,
  "symbols": ["B", "C", "C", "C", "O", "O", "Cl", "Cl", "H", "H", "H", "H", "H"],
  "xyz": [[2.108, -0.183, -0.219], [-0.755, -0.084, -0.481], [-1.582, 0.937, 0.132], [-1.688, -0.507, 0.620], [2.736, -0.148, 1.001], [2.612, -0.236, -1.358], [-2.971, 1.458, -0.746], [-3.118, -1.438, 0.243], [-0.921, -0.556, -1.495], [-1.043, 1.633, 0.717], [-1.164, -0.534, 1.646], [2.279, -0.132, 1.748], [3.505, -0.207, -1.809]],
  "forces_ev_per_angstrom": [[-2.423, 0.309, 4.372], [2.018, -2.307, -1.143], [-0.383, -1.044, -0.769], [2.398, 1.154, 1.599], [2.586, -0.148, -5.915], [2.431, -0.116, -4.994], [-0.519, 1.178, -0.434], [0.383, -0.127, 0.554], [0.180, 1.013, 1.258], [-0.255, 0.941, 0.695], [-1.561, -0.915, -1.469], [-3.318, 0.118, 4.835], [-1.536, -0.056, 1.411]],
  "mulliken_charge": [0.3847, -0.4051, -0.1717, -0.1027, -0.4700, -0.3107, -0.1892, -0.1752, 0.2303, 0.3077, 0.2366, 0.2913, 0.3740]
}

(2)
{
  "formula": "C7H15FNO",
  "method": "ωB97M-V/def2-TZVPD",
  "charge": 1,
  "de_lowest_kcal_mol": 43.1,
  "energy_ha": -505.276220,
  "smiles": "C[C@H]1CC[C@H]([C@](C)(O)F)[NH2+]1",
  "symbols": ["C", "C", "C", "C", "C", "C", "C", "N", "O", "F", "H", "H", "H", "H", "H", "H", "H", "H", "H", "H", "H", "H", "H", "H", "H"],
  "xyz": [[1.265, -0.966, -0.739], [1.128, 0.285, 0.137], [-0.104, -1.202, -1.330], [-0.361, 0.499, 0.186], [-0.480, -0.369, -2.654], [-0.870, 2.232, 2.350], [-0.921, 0.801, 1.898], [-0.950, -0.817, -0.178], [-0.126, -0.070, 2.561], [-2.248, 0.344, 1.872], [1.962, -0.710, -1.515], [1.595, -1.924, -0.144], [1.499, -0.120, 1.114], [1.440, 1.103, -0.514], [-0.239, -2.239, -1.399], [-0.665, 1.358, -0.498], [-0.255, -0.919, -3.595], [-0.009, 0.719, -2.823], [-1.465, -0.034, -2.767], [-1.642, 2.394, 3.063], [-1.011, 2.853, 1.566], [0.028, 2.521, 2.849], [-1.931, -0.841, -0.283], [-0.715, -1.518, 0.604], [0.317, 0.418, 3.281]],
  "forces_ev_per_angstrom": [[0.725, -1.455, 0.158], [-0.833, -1.355, -0.281], [-0.330, 1.198, -1.804], [-1.874, 2.426, 3.644], [2.539, 1.179, -0.283], [0.131, -1.981, 1.535], [0.794, -0.474, -3.761], [1.764, -0.382, 1.622], [-0.057, 0.087, 1.351], [0.848, 0.132, 0.129], [0.535, -0.663, -0.360], [-0.415, 1.917, -1.181], [0.309, 1.988, -0.684], [1.274, 0.245, 1.335], [-0.438, -1.453, -1.092], [-0.195, -1.566, 0.833], [0.088, 0.110, 0.930], [-0.043, -2.532, 0.919], [-2.059, -0.342, 0.424], [-0.883, 0.070, 0.558], [-0.553, 2.078, -2.495], [0.961, -0.125, 0.126], [-1.529, 0.187, -0.423], [-0.509, 1.346, -1.023], [-0.248, -0.634, -0.176]],
  "mulliken_charge": [-0.9586, -0.3622, 0.2694, -0.8072, -1.3847, -1.5703, 1.0804, -0.1771, -0.5397, -0.3443, 0.3946, 0.3137, 0.2865, 0.3831, 0.4903, 0.4518, 0.3624, 0.2695, 0.4649, 0.4329, 0.3788, 0.4876, 0.2983, 0.4487, 0.3311]
}

(3)
{
  "formula": "C3H2N2O2",
  "method": "ωB97M-V/def2-TZVPD",
  "de_lowest_kcal_mol": 43.3,
  "energy_ha": -375.442583,
  "smiles": "O=Cc1ncno1",
  "symbols": ["O", "C", "C", "N", "C", "N", "O", "H", "H"],
  "xyz": [[-2.157, -0.089, -1.184], [-1.785, 0.323, -0.115], [-0.306, 0.105, 0.183], [0.699, 0.921, 0.133], [1.760, 0.040, 0.089], [1.429, -1.215, 0.142], [0.050, -1.184, 0.198], [-2.496, 0.801, 0.597], [2.807, 0.299, -0.044]],
  "forces_ev_per_angstrom": [[-0.056, 0.267, 0.577], [-0.104, -0.189, -0.475], [0.112, -0.116, -0.197], [-0.225, -0.186, -0.041], [0.124, -0.291, -0.038], [0.099, 0.306, -0.031], [-0.212, 0.069, 0.088], [0.634, -0.060, -0.112], [-0.372, 0.200, 0.228]],
  "mulliken_charge": [-0.3788, -0.1429, 0.7220, -0.5086, -0.0363, -0.2617, -0.0975, 0.3250, 0.3787]
}

F_max for the records above, in order: 6.46 4.76 0.65 eV/A